Density functional theory data (ωB97M-V/def2-TZVPD) for C39H49Cl2NO2PS2Tb as an isolated structure.

Calculated values
HOMO level (alpha / beta): -6.844 / -6.844 eV
E: -4603.459355 Eh
Largest force on an atom: 2.57 eV Å⁻¹
Frontier orbital gap (alpha / beta): 7.1 / 7.2 eV
Energy above the lowest of the compared OMol25 structures with the same formula, charge and spin: 82.5 kJ/mol

Structure (ORCA input):
```
! wB97M-V def2-TZVPD RIJCOSX def2/J DEFGRID3
* xyz 0 7
Tb -8.1655 -11.0979 13.2518
C -8.0605 -7.4524 17.7908
C -8.8002 -8.3214 16.8049
C -9.6359 -9.4142 17.4817
C -7.8238 -8.8655 15.8252
C -6.9215 -9.9778 16.0344
C -5.9306 -10.2609 15.1241
C -5.7428 -9.4460 14.0244
C -4.6201 -9.7382 13.0512
C -6.6714 -8.4560 13.7340
C -7.7266 -8.1733 14.6310
H -8.7879 -7.1883 18.5870
H -7.6635 -6.5562 17.3252
H -7.2264 -8.0236 18.1677
H -9.5148 -7.6467 16.2479
H -9.0318 -10.2288 17.8876
H -10.3226 -9.8528 16.8010
H -10.2097 -8.9397 18.3293
H -7.0910 -10.5525 16.9248
H -5.3056 -11.1205 15.2484
H -3.8555 -10.2465 13.6004
H -4.1755 -8.8036 12.6223
H -4.9965 -10.3728 12.2433
H -6.5353 -7.8728 12.8436
H -8.3719 -7.3768 14.3135
S -10.6630 -10.0632 13.6239
C -11.4821 -11.3352 14.4771
C -12.9031 -11.3049 14.4908
C -13.6121 -12.3469 15.0876
C -12.8958 -13.3210 15.8209
C -11.5336 -13.2996 15.9471
C -10.7984 -12.3150 15.2801
S -9.0769 -12.4249 15.2953
H -13.4509 -10.4825 14.0562
H -14.7101 -12.3964 14.9927
H -13.4653 -14.1238 16.2561
H -10.9247 -14.0937 16.3919
Cl -8.3062 -18.6195 14.4485
C -9.8349 -17.7485 14.2936
C -10.9767 -18.3080 14.7664
C -12.1820 -17.6299 14.6619
C -12.2229 -16.4249 13.9820
C -11.0432 -15.9200 13.4585
Cl -11.1827 -14.4207 12.5936
C -9.7990 -16.5062 13.6109
N -8.5846 -15.8972 13.2310
C -7.9643 -16.3235 12.0495
C -8.4938 -17.3022 11.2106
C -7.8112 -17.6435 10.0742
C -6.6045 -17.0786 9.7745
C -6.0674 -16.1278 10.6358
C -6.7465 -15.7277 11.7617
C -6.1324 -14.6775 12.6865
C -6.7569 -13.2961 12.5205
O -6.1408 -12.2846 12.9625
O -7.9040 -13.1939 12.0713
H -10.9724 -19.2544 15.2073
H -13.0614 -18.0750 15.1303
H -13.1955 -15.9081 13.8879
H -8.5606 -14.9047 13.3625
H -9.3912 -17.8980 11.5112
H -8.3013 -18.3907 9.3806
H -5.9580 -17.4168 8.9691
H -5.1039 -15.7301 10.3494
H -5.0364 -14.6402 12.5349
H -6.2905 -15.0081 13.7921
C -10.0585 -12.2486 9.9016
C -10.0237 -10.8103 9.5299
C -11.3383 -10.0843 9.9595
P -8.4917 -9.8577 10.2982
C -8.9922 -8.0745 9.9038
C -9.5281 -7.4144 11.1563
C -7.8390 -7.1845 9.4050
C -7.0183 -10.2219 9.1554
C -6.3995 -11.5477 9.5465
C -7.2718 -10.1302 7.6679
H -10.8265 -12.7499 9.2781
H -10.4235 -12.4428 10.9593
H -9.1385 -12.7934 9.7095
H -10.0239 -10.7642 8.4367
H -11.5275 -10.0810 11.0644
H -12.1437 -10.6940 9.4592
H -11.4254 -9.0456 9.5232
H -9.8069 -8.1856 9.1607
H -8.6312 -7.1137 11.6885
H -10.1622 -8.0476 11.7970
H -10.0400 -6.4998 10.9114
H -6.9963 -7.2330 10.0566
H -8.2298 -6.1659 9.3009
H -7.5497 -7.3989 8.3922
H -6.3335 -9.4450 9.4978
H -7.0657 -12.3777 9.2428
H -6.2524 -11.6222 10.6452
H -5.3688 -11.6897 9.0660
H -7.6325 -11.0795 7.2734
H -6.2879 -9.9464 7.1426
H -7.9986 -9.3608 7.4741
*
```

Okay, here come the Mulliken numbers, in e, for every atom: atom 1 (Tb): -0.219, atom 2 (C): -1.559, atom 3 (C): 0.395, atom 4 (C): -1.147, atom 5 (C): 0.804, atom 6 (C): -0.625, atom 7 (C): -0.852, atom 8 (C): 1.352, atom 9 (C): -1.464, atom 10 (C): -0.084, atom 11 (C): -0.836, atom 12 (H): 0.412, atom 13 (H): 0.348, atom 14 (H): 0.368, atom 15 (H): 0.351, atom 16 (H): 0.256, atom 17 (H): 0.087, atom 18 (H): 0.393, atom 19 (H): 0.311, atom 20 (H): 0.252, atom 21 (H): 0.448, atom 22 (H): 0.418, atom 23 (H): 0.011, atom 24 (H): 0.349, atom 25 (H): 0.355, atom 26 (S): -0.374, atom 27 (C): 0.225, atom 28 (C): -0.897, atom 29 (C): -0.727, atom 30 (C): -0.473, atom 31 (C): -1.114, atom 32 (C): 1.126, atom 33 (S): -0.366, atom 34 (H): 0.451, atom 35 (H): 0.324, atom 36 (H): 0.416, atom 37 (H): 0.435, atom 38 (Cl): -0.212, atom 39 (C): 1.000, atom 40 (C): -0.747, atom 41 (C): -0.474, atom 42 (C): -0.716, atom 43 (C): 1.049, atom 44 (Cl): -0.099, atom 45 (C): -1.873, atom 46 (N): 0.452, atom 47 (C): 0.937, atom 48 (C): -0.342, atom 49 (C): -0.527, atom 50 (C): -0.865, atom 51 (C): -0.573, atom 52 (C): 0.424, atom 53 (C): -1.193, atom 54 (C): 1.060, atom 55 (O): -0.585, atom 56 (O): 0.294, atom 57 (H): 0.522, atom 58 (H): 0.384, atom 59 (H): 0.410, atom 60 (H): -0.151, atom 61 (H): 0.304, atom 62 (H): 0.295, atom 63 (H): 0.370, atom 64 (H): 0.409, atom 65 (H): 0.606, atom 66 (H): 0.208, atom 67 (C): -1.332, atom 68 (C): 0.544, atom 69 (C): -1.264, atom 70 (P): 0.641, atom 71 (C): 0.405, atom 72 (C): -1.302, atom 73 (C): -1.750, atom 74 (C): 0.603, atom 75 (C): -0.989, atom 76 (C): -1.889, atom 77 (H): 0.536, atom 78 (H): -0.132, atom 79 (H): 0.152, atom 80 (H): 0.545, atom 81 (H): 0.023, atom 82 (H): 0.486, atom 83 (H): 0.345, atom 84 (H): 0.572, atom 85 (H): 0.226, atom 86 (H): 0.219, atom 87 (H): 0.486, atom 88 (H): 0.278, atom 89 (H): 0.464, atom 90 (H): 0.430, atom 91 (H): 0.367, atom 92 (H): 0.268, atom 93 (H): -0.105, atom 94 (H): 0.471, atom 95 (H): 0.359, atom 96 (H): 0.379, atom 97 (H): 0.446

Density functional theory data (ωB97M-V/def2-TZVPD) for C39H50Br2IrN6O7SSi as an isolated structure.

Calculated values
HOMO level (alpha / beta): -7.184 / -8.390 eV
E: -8311.415271 Eh
Largest force on an atom: 3.34 eV Å⁻¹
Frontier orbital gap (alpha / beta): 7.2 / 6.7 eV
Energy above the lowest of the compared OMol25 structures with the same formula, charge and spin: 214.8 kJ/mol

Structure (ORCA input):
```
! wB97M-V def2-TZVPD RIJCOSX def2/J DEFGRID3
* xyz 0 6
Ir -1.0346 1.3697 0.2950
C -4.1293 4.4587 0.2336
C -3.1035 3.6311 0.8757
O -2.1264 3.2279 0.2312
C -3.1023 3.4445 2.2984
C -2.3142 2.6275 3.0837
C -2.5883 2.4618 4.5695
N -1.2167 1.9318 2.6503
N -0.4535 1.3903 3.5893
C 0.5928 0.7182 2.9622
O 0.7390 0.6290 1.7217
C 1.5270 -0.0107 3.8116
C 2.6317 -0.7382 3.3483
C 3.5088 -1.3515 4.2308
C 3.2508 -1.2678 5.6140
C 2.1196 -0.6635 6.0782
C 1.2470 -0.0523 5.1724
H -3.6460 5.1525 -0.3714
H -4.5612 5.0356 1.0608
H -4.9156 3.8766 -0.2311
H -3.8876 3.9784 2.8815
H -3.5404 2.9274 4.7493
H -1.8883 3.1027 5.1749
H -2.5695 1.4210 4.9428
H 2.9787 -0.8435 2.3120
H 4.3636 -1.9507 3.9395
H 3.9142 -1.8025 6.3040
H 1.8940 -0.8289 7.1780
H 0.3835 0.5405 5.5077
Br 1.2330 2.5166 -6.3629
C 0.3248 2.7376 -4.6981
C -1.0839 2.5306 -4.6600
C -1.6559 2.7257 -3.4096
N -1.0998 3.1179 -2.3382
C 0.1653 3.4446 -2.3741
C 0.9240 3.2699 -3.5540
C 0.8598 3.9400 -1.1493
C 1.7773 5.0130 -1.2039
C 2.4261 5.4135 -0.0301
Br 3.7160 6.7965 -0.1682
C 2.1639 4.7410 1.1720
C 1.2498 3.7011 1.0928
N 0.6144 3.3151 -0.0186
H -1.6852 2.1842 -5.4658
H -2.6901 2.5416 -3.2630
H 1.9786 3.5308 -3.5357
H 2.0010 5.5220 -2.1279
H 2.6497 4.8922 2.0819
H 1.1149 3.1351 2.0341
C -4.0761 -2.7209 2.6360
N -3.9784 -1.6531 1.6688
C -4.7652 -1.6710 0.5717
C -4.5985 -0.8280 -0.4924
C -3.5766 0.1709 -0.3321
O -3.3607 1.0430 -1.1830
N -2.8527 0.2211 0.8188
C -2.9940 -0.6938 1.8621
O -2.2177 -0.6643 2.8079
H -3.1300 -3.3429 2.7392
H -4.9462 -3.3152 2.2806
H -4.2272 -2.3300 3.6508
H -5.5307 -2.4335 0.5899
H -5.2403 -0.7999 -1.3721
C 0.6592 -1.8824 -4.9230
C -0.0658 -2.6058 -3.8096
C -1.5217 -2.0698 -3.7140
C 0.0031 -4.0612 -4.2097
O 0.6943 -2.4167 -2.6076
Si 0.6905 -1.4628 -1.3196
S -0.1222 0.4397 -1.6993
O 2.3047 -1.3785 -0.8946
C 3.5302 -0.7716 -1.3586
C 4.6807 -1.5372 -0.8080
C 3.6754 0.5991 -0.7964
C 3.5080 -0.7184 -2.9159
O 0.0198 -2.1853 -0.0301
C 0.3348 -3.4531 0.5589
C -0.7924 -4.4414 0.2418
C 1.6704 -4.0020 0.0676
C 0.3203 -3.0477 2.0559
H 0.0919 -1.9071 -5.8565
H 1.6411 -2.3347 -5.1317
H 0.8643 -0.8424 -4.7068
H -1.8756 -2.0067 -4.7807
H -1.6304 -1.0020 -3.4516
H -2.1569 -2.6380 -3.0737
H -0.5489 -4.0903 -5.1969
H -0.4385 -4.6893 -3.4506
H 1.0791 -4.3766 -4.3444
H 4.7254 -1.3428 0.2662
H 5.5221 -1.1907 -1.3973
H 4.6075 -2.5727 -1.1469
H 3.8886 0.6473 0.2817
H 2.7352 1.1022 -1.0612
H 4.4242 1.1998 -1.3113
H 3.3502 -1.8103 -3.2349
H 4.3738 -0.1836 -3.2771
H 2.6668 -0.1226 -3.3131
H -0.9086 -4.6693 -0.8182
H -1.7598 -4.0062 0.5997
H -0.5886 -5.3737 0.7475
H 1.6661 -4.3551 -0.9903
H 1.8603 -4.9485 0.7277
H 2.4044 -3.2349 0.2738
H -0.4801 -2.3304 2.2536
H 1.2253 -2.4783 2.3819
H 0.1087 -3.9143 2.6915
*
```

Mulliken atomic charge list, values in e, 99 entries: atom 1 (Ir): 4.100, atom 2 (C): -1.593, atom 3 (C): 0.732, atom 4 (O): -0.471, atom 5 (C): -0.905, atom 6 (C): 0.518, atom 7 (C): -1.483, atom 8 (N): 1.018, atom 9 (N): -1.042, atom 10 (C): 0.145, atom 11 (O): -0.629, atom 12 (C): 0.287, atom 13 (C): 0.011, atom 14 (C): -0.788, atom 15 (C): -0.304, atom 16 (C): -0.864, atom 17 (C): -0.711, atom 18 (H): 0.308, atom 19 (H): 0.432, atom 20 (H): 0.279, atom 21 (H): 0.152, atom 22 (H): 0.516, atom 23 (H): 0.261, atom 24 (H): 0.259, atom 25 (H): 0.633, atom 26 (H): 0.439, atom 27 (H): 0.349, atom 28 (H): 0.290, atom 29 (H): 0.437, atom 30 (Br): -0.151, atom 31 (C): -0.435, atom 32 (C): -0.838, atom 33 (C): -0.361, atom 34 (N): -0.048, atom 35 (C): 1.269, atom 36 (C): -0.580, atom 37 (C): -0.424, atom 38 (C): -0.754, atom 39 (C): -0.185, atom 40 (Br): -0.166, atom 41 (C): -1.037, atom 42 (C): -0.348, atom 43 (N): 0.586, atom 44 (H): 0.548, atom 45 (H): 0.537, atom 46 (H): 0.517, atom 47 (H): 0.675, atom 48 (H): 0.621, atom 49 (H): 0.059, atom 50 (C): -0.798, atom 51 (N): 0.282, atom 52 (C): 0.177, atom 53 (C): -1.348, atom 54 (C): 0.557, atom 55 (O): -0.542, atom 56 (N): 0.389, atom 57 (C): -0.412, atom 58 (O): -0.654, atom 59 (H): 0.218, atom 60 (H): 0.260, atom 61 (H): 0.286, atom 62 (H): 0.305, atom 63 (H): 0.491, atom 64 (C): -1.487, atom 65 (C): 1.953, atom 66 (C): -1.430, atom 67 (C): -1.695, atom 68 (O): -0.033, atom 69 (Si): -2.116, atom 70 (S): 0.375, atom 71 (O): 0.320, atom 72 (C): 1.785, atom 73 (C): -2.013, atom 74 (C): -1.366, atom 75 (C): -1.172, atom 76 (O): 0.344, atom 77 (C): 1.739, atom 78 (C): -1.638, atom 79 (C): -0.946, atom 80 (C): -0.694, atom 81 (H): 0.523, atom 82 (H): 0.329, atom 83 (H): 0.080, atom 84 (H): 0.483, atom 85 (H): 0.272, atom 86 (H): 0.261, atom 87 (H): 0.381, atom 88 (H): 0.297, atom 89 (H): 0.317, atom 90 (H): 0.313, atom 91 (H): 0.474, atom 92 (H): 0.376, atom 93 (H): 0.283, atom 94 (H): 0.105, atom 95 (H): 0.449, atom 96 (H): 0.134, atom 97 (H): 0.625, atom 98 (H): -0.023, atom 99 (H): 0.166